Computed, not measured: a cluster of 7 separate species, C27H52BrNO9S in total at a distorted geometry, with ωB97M-V/def2-TZVPD.

Summary:
**Net charge**: 0
**Energy**: -129636.61828 eV
**Multiplicity**: 1
**Maximum force**: 1.11 eV/A

Each line ends with the Löwdin charge.
Element x y z (Å)
1 C -5.319 -0.824 3.372  -0.07
2 C -4.037 -1.606 3.026  -0.18
3 C -3.200 -0.778 2.080  -0.14
4 C -3.623 -0.596 0.762  0.04
5 C -2.911 0.203 -0.133  -0.13
6 C -3.457 0.336 -1.549  -0.15
7 C -3.207 -0.967 -2.335  -0.23
8 C -4.315 -1.387 -3.301  -0.55
9 S -6.006 -1.386 -2.644  0.72
10 C -1.726 0.843 0.279  -0.09
11 C -0.906 1.761 -0.613  -0.11
12 C -1.451 3.163 -0.447  -0.78
13 O -1.433 3.750 0.563  0.09
14 Br -2.215 3.982 -2.054  0.71
15 C -1.299 0.612 1.581  -0.03
16 C -2.012 -0.175 2.472  -0.03
17 C -1.283 -0.183 3.780  -0.35
18 O -1.679 -0.491 4.863  0.14
19 N 0.059 0.277 3.488  0.14
20 C -0.078 1.104 2.307  -0.35
21 O 0.682 1.977 2.037  0.14
22 H -5.812 -1.227 4.248  0.07
23 H -5.057 0.222 3.507  0.08
24 H -5.995 -0.855 2.522  0.07
25 H -3.481 -1.827 3.927  0.10
26 H -4.302 -2.528 2.512  0.11
27 H -4.531 -1.088 0.448  0.11
28 H -2.975 1.185 -2.011  0.06
29 H -4.512 0.578 -1.455  0.10
30 H -2.326 -0.792 -2.952  0.11
31 H -2.935 -1.762 -1.648  0.11
32 H -4.236 -0.807 -4.213  0.07
33 H -4.100 -2.412 -3.586  0.05
34 H -5.809 -1.390 -1.320  -0.18
35 H 0.120 1.751 -0.263  0.12
36 H -1.006 1.435 -1.638  0.10
37 H 0.501 -0.584 3.153  0.15
38 C -2.212 -4.027 -7.152  -0.08
39 C -3.141 -2.901 -6.743  -0.31
40 O -2.400 -1.747 -6.344  -0.09
41 H -1.547 -4.296 -6.331  0.08
42 H -2.776 -4.912 -7.451  0.08
43 H -1.588 -3.713 -7.990  0.05
44 H -3.754 -3.198 -5.893  0.10
45 H -3.805 -2.631 -7.570  0.11
46 H -1.869 -1.476 -7.100  0.07
47 C 1.241 -3.350 6.944  -0.09
48 C 1.866 -2.140 6.274  -0.31
49 O 1.077 -1.673 5.185  -0.11
50 H 1.115 -4.159 6.223  0.07
51 H 1.861 -3.709 7.767  0.07
52 H 0.252 -3.104 7.336  0.07
53 H 2.845 -2.392 5.868  0.11
54 H 1.994 -1.328 6.998  0.11
55 H 0.210 -1.431 5.536  0.05
56 C 4.240 0.243 3.575  -0.09
57 C 4.915 1.428 2.906  -0.32
58 O 4.128 1.938 1.835  -0.09
59 H 4.060 -0.550 2.848  0.08
60 H 4.855 -0.156 4.384  0.07
61 H 3.270 0.532 3.988  0.06
62 H 5.871 1.132 2.477  0.09
63 H 5.097 2.227 3.633  0.11
64 H 3.279 2.211 2.203  0.06
65 C 0.591 3.560 4.807  -0.09
66 C 0.124 4.640 5.764  -0.32
67 O 1.134 5.622 5.986  -0.09
68 H 1.485 3.069 5.195  0.08
69 H -0.182 2.807 4.660  0.06
70 H 0.849 3.987 3.836  0.07
71 H -0.115 4.215 6.738  0.11
72 H -0.775 5.132 5.376  0.11
73 H 1.348 6.019 5.137  0.08
74 C 0.357 -0.996 -10.697  -0.09
75 C -0.298 -2.291 -10.253  -0.32
76 O -1.718 -2.165 -10.177  -0.09
77 H 0.106 -0.188 -10.009  0.08
78 H 1.442 -1.098 -10.737  0.08
79 H 0.001 -0.704 -11.687  0.07
80 H 0.046 -2.571 -9.258  0.10
81 H -0.045 -3.103 -10.943  0.11
82 H -2.037 -1.932 -11.054  0.08
83 C 8.757 1.619 1.110  -0.09
84 C 8.275 2.809 0.300  -0.32
85 O 7.326 2.429 -0.691  -0.08
86 H 9.210 0.871 0.460  0.08
87 H 9.492 1.925 1.857  0.07
88 H 7.920 1.140 1.621  0.05
89 H 9.108 3.274 -0.226  0.11
90 H 7.822 3.561 0.956  0.11
91 H 6.570 2.035 -0.242  0.07

Atoms 1-6, force components in eV/Å:
0.4498 -0.0682 -0.4347
-0.2273 0.4719 -0.3079
-0.3213 -0.4753 0.2959
0.8391 0.3155 0.5840
-0.0813 0.2817 -0.3886
0.4580 -0.2142 0.9009